Density functional theory data (ωB97M-V/def2-TZVPD) for a structure of composition C42H56GeNO4P2RbSi3.

## Properties
frontier orbital gap (alpha / beta): 6.7 / 7.4 eV
highest occupied orbital energy (alpha / beta): -0.33047 / -0.37458 Ha
ΔE to the lowest compared entry with this formula, charge and spin: 0.0 kcal per mole
charge: +1
multiplicity: 2

XYZ file:
```
110
Properties=species:S:1:pos:R:3:forces:R:3:lowdin_charge:R:1
Rb 0.5697 0.8940 -0.4620 0.0678 0.0622 -0.0030 0.679
O 2.4367 3.8808 3.0434 0.0000 0.0183 -0.0100 0.140
C 1.6959 3.0990 2.2566 -0.0052 -0.0376 -0.0036 -0.474
O 1.8002 3.0865 1.0528 -0.0351 -0.0214 0.0682 0.022
C 0.7460 2.2213 3.0264 -0.0041 0.0052 -0.0438 -0.228
C 0.8556 2.0534 4.3970 0.0209 -0.0075 0.0132 0.003
C 0.0272 1.0886 4.9897 0.0019 0.0104 -0.0089 -0.055
C -0.8708 0.3961 4.2237 -0.0053 0.0116 0.0231 -0.006
C -0.9883 0.7101 2.8382 -0.0246 -0.0399 -0.0575 -0.234
N -0.1376 1.5984 2.2601 0.0476 0.0198 0.0033 0.096
C -1.9843 0.1806 1.9951 0.0539 0.0310 -0.0434 -0.472
O -2.9237 -0.6889 2.4241 -0.0266 -0.0020 0.0035 0.092
O -2.1048 0.5261 0.7358 0.0991 -0.0642 0.0762 -0.335
H 3.0325 4.3910 2.4731 -0.0008 -0.0027 0.0071 0.144
H 1.5826 2.6083 4.9688 0.0058 0.0000 -0.0044 0.122
H 0.1083 0.8827 6.0490 -0.0019 -0.0011 -0.0002 0.120
H -1.4838 -0.3658 4.6902 0.0000 0.0039 0.0030 0.115
H -2.8474 -0.8371 3.3742 0.0014 -0.0018 -0.0072 0.107
C 2.9029 -2.8887 -0.8993 0.0086 0.0277 0.0387 -0.391
C 4.1887 -2.0720 -0.6592 -0.0387 -0.0085 -0.0116 -0.379
P 3.9026 -0.3352 -0.0550 -0.0333 0.0212 0.0521 1.000
C 5.4839 0.4946 -0.4616 -0.0087 -0.0315 -0.0443 -0.385
C 6.0691 1.3887 0.4346 -0.0092 0.0120 0.0098 -0.102
C 7.1981 2.1112 0.0790 -0.0012 -0.0058 0.0013 -0.076
C 7.7591 1.9567 -1.1802 0.0000 -0.0063 -0.0072 -0.081
C 7.1761 1.0834 -2.0862 0.0056 0.0066 -0.0001 -0.079
C 6.0437 0.3648 -1.7319 -0.0002 -0.0009 -0.0060 -0.103
C 4.0823 -0.6249 1.7477 0.0240 0.0101 -0.0082 -0.394
C 2.9972 -0.4310 2.5946 -0.0290 -0.0632 -0.0364 -0.115
C 3.0901 -0.7284 3.9495 -0.0029 0.0025 0.0085 -0.069
C 4.2795 -1.2054 4.4722 -0.0205 -0.0089 0.0250 -0.070
C 5.3767 -1.3927 3.6393 0.0199 -0.0103 -0.0067 -0.066
C 5.2757 -1.1107 2.2888 -0.0286 0.0072 0.0042 -0.100
P 1.4226 -2.4777 0.1316 -0.0700 0.0152 0.0574 0.984
C 1.6961 -3.2986 1.7379 -0.0063 -0.0412 -0.0355 -0.388
C 2.8802 -3.9241 2.1090 0.0063 0.0137 -0.0050 -0.084
C 3.0148 -4.4813 3.3752 0.0035 0.0047 0.0026 -0.072
C 1.9637 -4.4284 4.2760 0.0072 0.0064 0.0100 -0.079
C 0.7732 -3.8106 3.9112 -0.0033 0.0074 0.0128 -0.079
C 0.6456 -3.2429 2.6557 0.0091 0.0151 -0.0145 -0.104
C 0.1756 -3.5887 -0.6142 0.0220 -0.0056 0.0221 -0.381
C -0.9717 -3.0289 -1.1688 -0.0096 0.0065 0.0106 -0.105
C -1.9486 -3.8326 -1.7429 0.0042 -0.0009 -0.0030 -0.077
C -1.7818 -5.2079 -1.7637 -0.0057 -0.0006 -0.0022 -0.073
C -0.6445 -5.7793 -1.2041 0.0029 0.0005 0.0020 -0.068
C 0.3255 -4.9755 -0.6288 -0.0161 0.0012 -0.0202 -0.079
H 3.1166 -3.9590 -0.8436 0.0076 0.0020 -0.0158 0.081
H 2.5454 -2.7032 -1.9161 -0.0116 0.0046 -0.0032 0.083
H 4.7439 -2.0165 -1.5957 0.0015 -0.0140 0.0089 0.065
H 4.8401 -2.5722 0.0581 0.0051 0.0023 0.0019 0.068
H 5.6473 1.5165 1.4241 0.0011 -0.0051 0.0020 0.102
H 7.6441 2.7930 0.7915 -0.0004 -0.0007 -0.0002 0.106
H 8.6440 2.5153 -1.4547 -0.0005 0.0007 -0.0026 0.106
H 7.6017 0.9607 -3.0735 0.0007 -0.0012 -0.0023 0.107
H 5.5969 -0.2971 -2.4644 0.0062 0.0079 -0.0002 0.095
H 2.0478 -0.0967 2.1900 0.0379 0.0483 0.0123 0.072
H 2.2268 -0.5998 4.5886 -0.0025 -0.0026 -0.0043 0.096
H 4.3536 -1.4399 5.5264 0.0027 0.0011 -0.0022 0.110
H 6.3089 -1.7646 4.0447 0.0016 0.0011 -0.0017 0.109
H 6.1366 -1.2584 1.6468 0.0022 -0.0025 -0.0019 0.115
H 3.7110 -3.9819 1.4172 0.0047 0.0041 -0.0020 0.096
H 3.9442 -4.9613 3.6535 0.0001 0.0012 -0.0011 0.110
H 2.0681 -4.8691 5.2589 -0.0005 -0.0006 -0.0010 0.106
H -0.0545 -3.7761 4.6087 0.0026 -0.0007 -0.0014 0.103
H -0.2855 -2.7594 2.3735 -0.0009 0.0046 -0.0007 0.100
H -1.1180 -1.9539 -1.1335 -0.0045 0.0025 -0.0016 0.073
H -2.8397 -3.3854 -2.1645 0.0008 0.0014 0.0008 0.101
H -2.5403 -5.8391 -2.2077 0.0005 -0.0001 -0.0015 0.108
H -0.5200 -6.8543 -1.2115 0.0004 -0.0001 0.0010 0.109
H 1.1985 -5.4290 -0.1732 0.0010 -0.0012 0.0002 0.109
C -5.0033 -1.3462 -0.2753 -0.0049 -0.0122 -0.0047 -0.201
Si -5.4915 0.3591 0.3192 0.0108 0.0067 0.0052 0.388
C -6.2164 0.3106 2.0461 -0.0241 -0.0050 -0.0267 -0.207
C -6.7612 1.0958 -0.8478 -0.0045 -0.0416 0.0175 -0.214
Ge -3.5247 1.7401 0.2745 -0.0526 0.0222 -0.0434 0.800
Si -2.9814 2.4181 -1.9630 0.0132 -0.0517 0.0359 0.378
C -4.3879 3.5120 -2.5350 0.0076 -0.0029 -0.0138 -0.199
C -2.8416 0.8761 -3.0238 -0.0074 0.0095 -0.0011 -0.200
C -1.4138 3.4463 -2.1239 0.0124 0.0447 0.0195 -0.204
Si -3.5349 3.5362 1.8642 0.0050 0.0037 -0.0080 0.394
C -3.5442 2.9338 3.6390 -0.0043 -0.0111 -0.0289 -0.185
C -2.0953 4.6959 1.5634 0.0050 -0.0056 0.0008 -0.198
C -5.1611 4.3928 1.4903 0.0004 0.0150 -0.0030 -0.208
H -5.8725 -2.0090 -0.2714 0.0050 -0.0047 -0.0004 0.041
H -4.2338 -1.7863 0.3593 0.0063 -0.0005 0.0099 0.022
H -4.6203 -1.3059 -1.2978 0.0028 0.0005 0.0028 0.018
H -7.1072 -0.3230 2.0527 0.0030 0.0012 0.0112 0.039
H -6.5203 1.3066 2.3751 0.0026 0.0062 0.0036 0.024
H -5.5120 -0.0906 2.7743 0.0158 -0.0083 -0.0079 0.015
H -7.6934 0.5325 -0.7521 -0.0106 0.0183 -0.0237 0.039
H -6.4401 1.0269 -1.8888 -0.0045 0.0035 -0.0043 0.022
H -6.9838 2.1410 -0.6252 0.0051 0.0091 0.0087 0.029
H -5.3614 3.0281 -2.4606 -0.0007 -0.0041 0.0017 0.014
H -4.2257 3.7855 -3.5808 -0.0219 0.0123 -0.0003 0.043
H -4.4241 4.4372 -1.9559 -0.0013 0.0053 -0.0029 0.030
H -3.7979 0.3508 -3.0718 0.0025 0.0023 0.0007 0.027
H -2.1072 0.1704 -2.6256 0.0049 -0.0036 -0.0041 0.015
H -2.5472 1.1284 -4.0453 0.0013 -0.0031 -0.0029 0.042
H -1.3978 4.2706 -1.4093 -0.0034 -0.0082 0.0019 0.023
H -1.4028 3.8821 -3.1270 0.0014 0.0022 0.0020 0.045
H -0.4729 2.9064 -2.0171 -0.0312 -0.0154 -0.0186 -0.028
H -2.5552 2.6115 3.9677 -0.0083 0.0090 0.0006 0.015
H -4.2436 2.1067 3.7776 -0.0001 -0.0078 0.0113 0.026
H -3.8632 3.7507 4.2918 0.0076 0.0038 0.0046 0.043
H -1.1536 4.1450 1.5174 0.0096 -0.0023 -0.0047 0.011
H -2.0170 5.4378 2.3620 -0.0197 -0.0061 0.0056 0.041
H -2.2221 5.2356 0.6226 0.0123 0.0000 -0.0019 0.025
H -6.0128 3.7395 1.6919 -0.0041 -0.0028 0.0052 0.023
H -5.2245 4.7134 0.4481 -0.0024 0.0074 0.0011 0.022
H -5.2702 5.2817 2.1166 -0.0093 0.0029 -0.0036 0.041
```
Forces are in eV/Å.